Entry 1:
A structure of composition C5H8O. Source: the Open Molecules 2025 dataset; level of theory: wB97M-V/def2-TZVPD.

Structure (XYZ):
```
14
Properties=species:S:1:pos:R:3:forces:R:3:lowdin_charge:R:1
C 1.890 -0.394 0.276 -0.4 0.2 0.4 -0.071
C 0.720 0.530 -0.186 -0.6 0.2 0.4 -0.165
C -0.523 -0.029 -0.768 -0.7 -0.6 0.1 -0.210
C -1.530 -0.670 0.308 0.4 -0.8 -0.3 -0.121
O -1.603 0.527 1.081 -0.1 -0.2 -0.2 -0.073
C -0.906 1.138 0.051 0.9 0.6 0.4 -0.173
H 1.579 -1.436 0.419 -0.2 0.3 0.2 0.065
H 2.409 -0.060 1.176 -0.1 0.0 0.1 0.059
H 2.679 -0.447 -0.509 -0.7 0.4 0.2 0.077
H 1.109 1.499 -0.472 -0.1 -0.2 -1.3 0.102
H -0.661 -0.369 -1.787 -0.3 0.5 -0.2 0.123
H -1.239 -1.541 0.892 0.0 -0.1 0.1 0.111
H -2.522 -0.799 -0.154 0.5 -0.3 -0.1 0.125
H -1.404 2.051 -0.327 1.3 0.2 0.4 0.152
```
Positions in Å, forces in eV/Å.

Values from the calculation:
Energy above the lowest of the compared OMol25 structures with the same formula, charge and spin (kJ/mol): 423.9
Energy (hartree): -270.39645
2S+1: 1

---

Entry 2:
A structure of composition C31H39N11O3S2Sn. Source: the Open Molecules 2025 dataset; level of theory: wB97M-V/def2-TZVPD.

Structure (XYZ):
```
87
Properties=species:S:1:pos:R:3:forces:R:3:lowdin_charge:R:1
Sn -0.167 0.622 0.120 0.2 -0.8 0.6 1.572
C -0.756 2.308 5.727 0.0 0.0 0.1 0.007
N -0.821 1.348 4.622 -0.1 -0.1 0.0 -0.108
C -1.401 0.048 4.972 -0.1 0.0 -0.1 0.011
C -0.457 1.592 3.379 0.0 0.0 0.2 -0.393
O -0.630 0.756 2.461 0.1 -0.2 -0.4 -0.174
C 0.190 2.931 3.047 -0.1 -0.1 -0.1 -0.088
O 0.862 2.833 1.806 0.0 0.1 0.0 -0.200
C 2.271 2.928 1.855 -0.1 -0.1 -0.1 -0.088
C 2.897 1.729 1.162 0.1 0.1 0.1 -0.394
O 2.176 0.914 0.539 -0.4 -0.2 -0.2 -0.174
N 4.210 1.623 1.223 0.1 -0.1 -0.1 -0.107
C 4.903 0.541 0.519 0.0 0.0 0.0 0.009
C 5.056 2.605 1.911 0.0 0.1 0.1 0.003
H -0.007 1.994 6.453 0.0 0.0 0.0 0.115
H -1.722 2.327 6.230 0.0 0.0 0.0 0.113
H -0.533 3.315 5.391 0.0 0.0 0.0 0.089
H -1.101 -0.206 5.985 0.0 0.0 0.0 0.108
H -1.048 -0.709 4.280 0.0 0.0 0.0 0.079
H -2.489 0.095 4.927 0.0 0.0 0.0 0.111
H 0.868 3.240 3.841 0.0 0.1 0.0 0.132
H -0.596 3.686 2.949 0.0 0.0 0.1 0.146
H 2.640 2.995 2.880 0.0 0.0 0.0 0.141
H 2.585 3.835 1.330 0.1 0.0 0.1 0.148
H 4.194 -0.234 0.251 0.0 0.0 0.0 0.080
H 5.672 0.124 1.165 0.0 0.0 0.1 0.108
H 5.378 0.932 -0.382 0.0 0.0 0.0 0.111
H 4.826 3.623 1.600 0.0 0.0 0.0 0.101
H 6.092 2.407 1.658 0.0 0.0 0.0 0.107
H 4.956 2.533 2.994 0.0 -0.1 0.0 0.111
C -4.394 4.515 1.662 0.1 0.0 0.0 -0.044
C -4.206 3.670 0.375 0.0 0.0 0.2 -0.197
C -2.873 3.894 -0.206 -0.1 0.2 -0.2 -0.494
N -1.868 2.996 -0.164 0.1 0.1 0.1 -0.001
N -0.762 3.387 -0.728 -0.1 0.3 0.0 0.002
C -0.877 4.645 -1.246 -0.4 0.4 -0.1 -0.583
N 0.092 5.223 -1.902 0.2 -0.1 0.1 0.252
S -2.443 5.367 -0.989 0.2 -0.3 0.0 1.255
H -5.401 4.360 2.042 0.0 0.0 0.0 0.101
H -4.261 5.577 1.459 -0.1 0.0 0.0 0.083
H -3.682 4.209 2.427 0.0 0.0 0.0 0.079
H -4.973 3.958 -0.349 0.0 0.0 0.0 0.141
H -4.311 2.609 0.596 0.0 0.0 0.0 0.124
H 0.987 4.758 -2.001 0.0 0.0 -0.1 0.161
H -0.016 6.141 -2.320 0.1 0.0 0.0 0.161
S 1.927 -4.673 -4.378 0.0 -0.1 0.1 1.049
C 1.622 -3.616 -2.958 0.0 -0.1 0.0 -0.490
C 0.659 -3.928 -2.008 0.0 0.0 0.0 -0.054
C 0.315 -2.963 -1.071 -0.1 0.0 0.1 -0.119
N 0.855 -1.743 -1.049 0.1 0.3 0.1 -0.007
C 1.799 -1.459 -1.950 -0.1 -0.1 0.0 -0.144
C 2.218 -2.360 -2.919 0.0 0.0 0.0 -0.054
C 3.086 -5.914 -3.799 0.1 0.4 -0.1 -0.447
C 2.725 -6.973 -2.966 0.1 0.2 -0.2 -0.003
C 3.674 -7.946 -2.681 0.0 -0.5 0.3 0.003
N 4.846 -7.787 -3.239 -0.5 0.6 -0.1 0.282
C 5.289 -6.834 -4.011 0.6 -0.1 -0.3 0.005
C 4.377 -5.831 -4.332 -0.4 -0.4 0.3 -0.013
H 0.156 -4.885 -2.005 0.0 0.0 0.0 0.118
H -0.444 -3.171 -0.327 0.0 0.0 0.0 0.110
H 2.217 -0.459 -1.913 0.0 0.0 0.0 0.108
H 2.970 -2.078 -3.643 0.0 0.0 0.0 0.119
H 1.728 -7.086 -2.565 0.0 0.0 0.0 0.132
H 3.485 -8.822 -2.067 0.0 0.0 0.0 0.169
H 6.309 -6.859 -4.386 0.0 -0.1 0.1 0.170
H 4.677 -5.032 -4.993 0.0 0.0 0.0 0.131
N -6.669 -0.626 -1.162 0.1 0.1 0.0 0.200
C -5.789 -0.959 -0.503 -0.1 0.0 0.0 -0.167
C -4.695 -1.382 0.327 -0.1 0.0 0.0 -0.195
C -4.890 -2.268 1.384 0.0 0.0 0.0 0.027
C -3.795 -2.656 2.137 0.1 0.0 0.0 -0.013
C -2.547 -2.144 1.812 -0.2 0.0 0.0 -0.130
N -2.367 -1.283 0.809 0.7 0.4 -0.3 0.005
C -3.414 -0.911 0.078 0.1 -0.1 0.1 -0.112
H -5.880 -2.645 1.603 0.0 0.0 0.0 0.142
H -3.904 -3.347 2.962 0.0 0.0 0.0 0.125
H -1.664 -2.436 2.368 0.0 0.0 0.0 0.115
H -3.219 -0.223 -0.738 -0.1 0.0 0.0 0.096
N -1.690 -0.260 -4.656 0.0 0.0 -0.1 0.091
C -2.020 1.060 -4.525 0.0 0.1 0.1 -0.059
C -1.693 1.386 -3.246 0.0 -0.2 0.0 -0.166
N -1.168 0.286 -2.590 0.0 0.3 0.0 -0.033
C -1.187 -0.683 -3.480 0.0 0.0 0.1 -0.185
H -1.822 -0.813 -5.489 0.0 0.0 0.0 0.173
H -2.456 1.639 -5.321 0.0 -0.1 0.0 0.130
H -1.814 2.336 -2.760 0.0 0.0 0.0 0.062
H -0.864 -1.697 -3.304 0.0 0.0 -0.1 0.117
```
Positions in Å, forces in eV/Å.

Values from the calculation:
Energy above the lowest of the compared OMol25 structures with the same formula, charge and spin (kJ/mol): 99.0
Net charge: +4
Energy (hartree): -3041.99698
2S+1: 1

---

Entry 3:
An isolated molecule of CHBrN2. Source: the Open Molecules 2025 dataset; level of theory: wB97M-V/def2-TZVPD.

Structure (XYZ):
```
5
Properties=species:S:1:pos:R:3:forces:R:3:lowdin_charge:R:1
C 0.010 -0.834 0.585 -2.7 0.6 -1.1 -0.574
N -0.413 0.824 0.022 -0.8 5.8 -1.0 -0.146
N -0.518 1.924 -0.244 0.5 -5.6 1.5 0.202
Br 1.738 -0.761 -0.153 1.0 -0.7 -0.5 0.517
H -0.818 -1.153 -0.210 2.0 -0.2 1.2 0.001
```
Positions in Å, forces in eV/Å.

Values from the calculation:
Energy above the lowest of the compared OMol25 structures with the same formula, charge and spin (kJ/mol): 169.5
Energy (hartree): -2722.10170
2S+1: 1

---

Entry 4:
An isolated molecule of C5H10N2S. Source: the Open Molecules 2025 dataset; level of theory: wB97M-V/def2-TZVPD.

Structure (XYZ):
```
18
Properties=species:S:1:pos:R:3:forces:R:3:lowdin_charge:R:1
C -2.795 -1.261 -0.041 -1.4 -0.7 0.0 -0.003
C -1.828 -0.697 -0.744 0.7 1.3 0.2 -0.152
C -1.171 0.643 -0.293 0.3 -0.3 -1.2 -0.316
C -1.688 1.031 1.071 0.8 -0.6 1.2 -0.084
N 0.343 0.530 -0.297 -1.3 0.8 -0.4 -0.235
N 1.082 1.715 -0.615 -0.9 -0.5 0.6 0.066
C 0.934 -0.583 0.085 -0.3 -1.4 0.3 -0.749
S 2.537 -0.830 0.281 0.5 0.0 0.0 0.571
H -3.298 -0.801 0.842 0.8 -0.5 -0.8 0.070
H -3.268 -2.204 -0.394 0.4 0.8 0.2 0.072
H -1.476 -1.114 -1.694 0.0 0.0 0.4 0.112
H -1.381 1.445 -1.052 0.2 -0.8 0.7 0.151
H -1.095 1.824 1.517 0.1 0.3 -0.2 0.074
H -2.723 1.356 1.053 -0.1 -0.1 0.0 0.082
H -1.546 0.155 1.773 -0.4 0.9 -0.7 0.104
H 1.372 2.125 0.283 0.3 -0.3 -0.6 0.092
H 1.903 1.430 -1.156 -0.2 0.0 0.5 0.063
H 0.235 -1.447 0.255 0.5 1.1 -0.1 0.082
```
Positions in Å, forces in eV/Å.

Values from the calculation:
Energy above the lowest of the compared OMol25 structures with the same formula, charge and spin (kJ/mol): 201.7
Structure (SMILES): C=C[C@@H](C)N(N)C=S
Energy (hartree): -704.14697
2S+1: 1

---

Entry 5:
A structure of composition C40H48F4N5O3SY. Source: the Open Molecules 2025 dataset; level of theory: wB97M-V/def2-TZVPD.

Structure (XYZ):
```
102
Properties=species:S:1:pos:R:3:forces:R:3:lowdin_charge:R:1
Y -0.236 -0.030 0.146 0.1 1.3 0.6 1.523
C 4.191 -0.594 3.628 -1.1 0.2 -0.3 -0.067
C 3.554 -0.652 2.225 -0.4 1.0 0.6 -0.237
N 2.607 -1.703 1.891 0.6 -0.4 -0.5 -0.181
C 3.222 -2.889 1.312 1.5 0.5 0.0 -0.252
C 4.378 -3.542 2.091 -0.2 -0.2 0.0 -0.081
C 1.688 -2.084 2.927 -0.6 -0.1 0.2 -0.182
C 0.313 -2.438 2.321 -0.4 -0.4 1.1 -0.217
N -0.535 -1.255 2.077 0.4 -0.7 0.0 -0.089
C -1.765 -1.200 2.635 0.3 0.3 0.5 -0.228
C -2.566 -0.105 2.295 -0.1 0.2 -0.1 -0.138
F -2.024 0.819 1.417 -0.3 -0.3 0.5 -0.024
C -3.839 0.115 2.735 -0.4 0.8 -0.5 -0.219
F -4.483 1.173 2.199 0.0 -0.2 0.4 0.094
C -4.480 -0.711 3.633 0.8 -0.6 -0.3 0.065
C -3.719 -1.816 4.016 -0.4 0.3 0.3 -0.201
F -4.259 -2.722 4.869 0.3 0.4 -0.4 0.076
C -2.419 -2.023 3.581 0.1 -1.0 0.4 -0.125
F -1.798 -3.135 4.113 -0.4 0.6 -0.3 0.031
H 4.886 0.239 3.657 0.2 0.0 0.0 0.079
H 4.668 -1.511 3.876 0.7 -0.7 0.2 0.043
H 3.436 -0.423 4.405 0.1 0.1 -0.2 0.068
H 4.329 -0.616 1.487 0.5 -0.3 -0.5 0.098
H 3.023 0.283 2.069 -0.1 0.3 0.1 0.084
H 3.674 -2.627 0.344 -0.4 0.0 -0.1 0.112
H 2.468 -3.634 1.166 -0.6 -0.4 -0.2 0.094
H 5.300 -2.982 2.069 0.2 0.4 -0.2 0.068
H 4.594 -4.522 1.677 0.0 -0.2 -0.2 0.072
H 4.162 -3.704 3.132 -0.3 -0.1 0.5 0.059
H 1.533 -1.239 3.608 0.0 -0.2 -0.1 0.117
H 2.096 -2.932 3.535 -0.4 0.4 -0.3 0.130
H -0.157 -3.126 3.034 0.1 0.3 -0.3 0.101
H 0.413 -3.041 1.401 0.3 0.3 0.1 0.079
H -5.492 -0.525 3.918 -0.3 -0.1 0.2 0.126
C -0.066 1.425 -7.419 0.6 0.1 1.6 -0.036
C -0.687 1.483 -6.017 -0.2 -0.7 -1.1 -0.247
C -0.800 2.672 -5.315 -0.2 -0.4 -0.2 -0.043
C -1.306 2.662 -4.037 0.0 1.6 0.5 -0.065
C -1.665 1.482 -3.413 0.2 0.1 -0.5 -0.301
C -1.630 0.288 -4.124 0.4 -0.1 0.4 -0.052
C -1.154 0.295 -5.432 0.4 0.0 -0.1 -0.030
S -2.113 1.535 -1.722 -0.2 0.1 1.0 0.601
O -3.328 2.300 -1.637 0.6 0.3 0.1 -0.266
O -0.927 2.000 -0.947 -0.8 -0.1 -0.9 -0.389
N -2.224 0.045 -1.216 -0.4 -1.2 -0.2 -0.235
C -3.416 -0.710 -1.373 0.0 0.7 -0.5 -0.241
C -4.499 -0.257 -2.093 -0.4 0.3 -1.0 -0.024
C -5.715 -0.961 -2.230 2.1 -0.4 1.2 -0.049
C -5.820 -2.168 -1.615 -0.5 -0.5 -0.5 -0.048
C -4.738 -2.716 -0.900 0.2 -0.2 0.4 -0.147
C -4.821 -3.965 -0.211 0.6 1.1 0.0 0.001
C -3.790 -4.328 0.592 0.7 0.4 0.0 -0.031
C -2.605 -3.523 0.602 0.4 -1.4 1.1 -0.140
N -2.449 -2.432 -0.061 -0.3 0.5 -0.6 0.094
C -3.534 -1.993 -0.774 0.4 0.6 0.0 -0.156
H 1.008 1.253 -7.282 -0.1 0.0 -0.2 0.087
H -0.158 2.335 -7.971 -0.2 0.7 -0.2 0.066
H -0.453 0.634 -8.020 -0.4 -0.7 -0.3 0.063
H -0.525 3.613 -5.757 0.2 0.2 -0.2 0.117
H -1.378 3.656 -3.549 0.0 -1.0 0.1 0.142
H -1.893 -0.616 -3.571 0.0 0.1 -0.5 0.107
H -1.035 -0.639 -5.999 -0.3 0.4 0.3 0.119
H -4.437 0.655 -2.672 0.1 0.1 0.4 0.100
H -6.482 -0.530 -2.794 -1.1 0.4 -0.7 0.094
H -6.718 -2.745 -1.775 -0.2 -0.2 0.3 0.110
H -5.727 -4.509 -0.299 -0.6 -0.6 0.1 0.108
H -3.807 -5.188 1.234 -0.1 -0.4 0.0 0.102
H -1.734 -3.845 1.218 -0.8 0.1 -0.4 0.113
C 3.370 0.258 -1.330 0.2 -0.5 0.1 -0.077
C 2.986 1.634 -1.876 1.2 0.6 0.1 -0.368
C 1.816 1.557 -2.817 -0.8 -1.4 0.0 -0.065
C 2.788 2.697 -0.790 0.2 -0.5 -0.2 -0.137
C 3.450 3.905 -0.937 0.6 -0.4 -0.5 -0.060
C 3.410 4.844 0.056 -0.9 -0.2 1.1 -0.089
C 2.653 4.567 1.206 0.5 0.6 -0.6 -0.037
C 1.941 3.401 1.397 0.7 0.2 -1.0 -0.139
C 1.156 3.309 2.653 -0.3 -0.9 0.9 -0.368
C 1.473 2.162 3.628 -0.9 -1.0 -0.8 -0.050
C -0.345 3.408 2.438 -0.4 -1.6 -0.9 -0.040
C 2.022 2.455 0.357 -0.3 -0.5 0.2 -0.268
O 1.390 1.288 0.476 -0.7 -0.6 0.2 -0.282
H 3.592 -0.440 -2.154 0.1 0.2 0.1 0.082
H 2.561 -0.191 -0.732 0.4 0.3 -0.2 0.029
H 4.253 0.298 -0.666 -0.3 0.1 -0.4 0.086
H 3.859 2.001 -2.505 -0.8 -0.4 0.7 0.144
H 0.980 0.933 -2.375 0.6 1.0 -0.3 0.065
H 2.100 0.988 -3.712 0.0 0.3 -0.1 0.084
H 1.493 2.558 -3.081 -0.4 -0.1 -0.1 0.088
H 4.082 4.024 -1.823 -0.2 0.2 0.2 0.112
H 3.920 5.773 0.016 0.5 0.6 -0.3 0.085
H 2.597 5.321 1.981 0.1 0.1 0.1 0.107
H 1.455 4.181 3.197 0.1 0.7 0.5 0.110
H 1.155 1.163 3.265 -0.2 0.5 -0.1 0.061
H 0.890 2.345 4.527 0.2 0.0 0.3 0.077
H 2.513 2.015 3.844 0.7 0.4 0.3 0.064
H -0.690 2.607 1.724 0.4 1.0 0.6 0.065
H -0.627 4.352 2.028 -0.2 0.7 -0.4 0.076
H -0.922 3.253 3.342 0.0 0.0 0.4 0.077
N 0.568 -1.948 -0.944 0.1 -0.6 -0.8 0.016
H 0.822 -1.845 -1.925 -0.3 0.0 -0.1 0.069
H -0.250 -2.577 -0.864 0.6 0.2 -0.1 0.049
H 1.397 -2.350 -0.518 -0.1 -0.2 0.3 0.029
```
Positions in Å, forces in eV/Å.

Values from the calculation:
Energy above the lowest of the compared OMol25 structures with the same formula, charge and spin (kJ/mol): 0.0
Energy (hartree): -2888.63949
2S+1: 1

---

Entry 6:
A cluster of 2 separate species, CFNO3 in total. Source: the Open Molecules 2025 dataset; level of theory: wB97M-V/def2-TZVPD.

Structure (XYZ):
```
6
Properties=species:S:1:pos:R:3:forces:R:3:lowdin_charge:R:1
C -1.772 -0.040 0.244 0.9 -1.1 -1.1 -0.471
N 1.836 -0.031 -0.716 -3.0 0.7 -1.7 -0.020
O -1.805 -0.073 1.381 -0.7 0.5 2.6 0.226
O 2.684 -0.183 0.051 3.6 -0.9 2.2 0.116
O -1.580 -0.155 -0.882 -0.9 0.3 -1.6 0.196
F 0.637 0.482 -0.077 0.1 0.3 -0.3 -0.047
```
Positions in Å, forces in eV/Å.

Values from the calculation:
Energy above the lowest of the compared OMol25 structures with the same formula, charge and spin (kJ/mol): 20.0
⟨S²⟩: 2.0111
Energy (hartree): -418.26719
2S+1: 3

---

Looking at max |F| for the records above, in order, we have 1.39, 0.98, 5.98, 1.59, 2.47, 4.31 eV/Å.